Entry a
Computed, not measured: a cluster of 2 separate species, C3H6FN in total, with ωB97M-V/def2-TZVPD.

Output
Spin multiplicity ... 1
E_LUMO ... 1.2 eV
SMILES string ... [H]/N=C\F.C=C
Net charge ... 0
HOMO energy ... -10.258 eV

```
11
Properties=species:S:1:pos:R:3:mulliken_charge:R:1
H 0.834 -0.048 -1.492 0.2212
H -0.138 2.611 -0.145 0.1843
F -1.217 -1.490 1.397 -0.2359
H -0.719 -0.841 3.281 0.3259
C -0.313 -1.374 2.395 0.1217
H 1.750 0.997 -0.122 0.1789
C 0.752 0.824 -0.779 -0.4147
H 1.029 -2.574 1.698 0.2608
N 0.805 -1.941 2.482 -0.4722
H -1.127 1.715 -1.324 0.2762
C -0.239 1.705 -0.776 -0.4463
```



Entry b
Computed, not measured: the molecule C3H6FN, with ωB97M-V/def2-TZVPD.

Output
Spin multiplicity ... 1
E_LUMO ... 1.2 eV
SMILES string ... N[C@@H]1C[C@@H]1F
Net charge ... 0
HOMO energy ... -8.874 eV

```
11
Properties=species:S:1:pos:R:3:mulliken_charge:R:1
N -0.829 0.780 -0.934 -0.7617
C -0.006 -0.073 0.962 -0.0390
H 1.318 1.276 -0.299 0.1990
C 0.725 -0.800 -0.112 -0.8095
H 0.187 -1.376 -0.641 0.3414
C 0.330 0.619 -0.301 0.1181
H 1.773 -1.076 -0.008 0.2439
F -1.301 -0.396 1.120 -0.2849
H 0.442 0.341 1.837 0.3589
H -1.549 0.566 0.043 0.3787
H -1.090 0.138 -1.666 0.2550
```



Which of them is the most stable? Correct choice: entry a.